(1)
Entry from OMol25: a cluster of 14 separate species, C16H60N14O14 in total in a non-equilibrium geometry (ωB97M-V/def2-TZVPD).

XYZ file:
```
104
Properties=species:S:1:pos:R:3:lowdin_charge:R:1
C -0.76434 -0.48527 -0.28770 -0.060
C 0.10266 0.19773 0.66230 -0.307
O 0.82166 1.14373 -0.11170 -0.120
H -1.23234 0.13973 -1.05270 0.094
H -1.66034 -0.94027 0.10630 0.079
H -0.10634 -1.12927 -0.74670 0.030
H 0.79366 -0.57527 1.00730 0.078
H -0.31434 0.72773 1.52330 0.098
H 1.50166 1.52673 0.53330 0.084
C -0.05934 5.32773 -1.37370 -0.103
C -0.53234 4.20873 -0.58770 -0.383
O -1.35134 3.38173 -1.35770 -0.056
H 0.46866 5.04773 -2.28170 0.075
H 0.55966 6.02673 -0.83170 0.075
H -0.93334 5.86573 -1.66770 0.071
H -1.11334 4.53673 0.32930 0.124
H 0.34866 3.79473 -0.14070 0.074
H -0.76334 2.78273 -1.84270 0.035
C 1.89366 -3.95027 1.09330 -0.714
O 1.02766 -4.70327 1.71430 -0.080
N 2.06566 -2.71227 1.47330 0.144
N 2.70766 -4.33727 0.18330 0.180
H 1.63866 -2.55827 2.41730 0.026
H 2.50166 -1.97127 0.83730 0.067
H 2.66966 -5.34427 0.01730 0.130
H 3.62266 -3.93827 0.01630 0.098
C 0.40266 -1.71227 -3.43470 -0.615
O -0.49234 -0.75327 -3.71970 -0.040
N 1.56866 -1.74727 -3.99670 0.119
N 0.22466 -2.82327 -2.73570 0.186
H 1.77666 -0.91927 -4.59870 0.159
H 2.34666 -2.41727 -3.85470 0.146
H -0.59734 -2.80527 -2.17270 0.041
H 0.94466 -3.61027 -2.64170 0.167
C -4.02534 -0.76327 2.63430 -0.480
O -3.51334 -2.01027 2.16330 -0.130
N -3.19534 0.25473 2.94230 0.128
N -5.30234 -0.44127 2.68330 0.136
H -2.22034 -0.05727 3.25830 0.074
H -3.47634 0.97573 3.58130 0.115
H -5.99334 -1.16627 2.48330 0.158
H -5.50134 0.37973 3.25330 0.153
C 3.57366 -1.14527 -0.99770 -0.555
O 4.43366 -2.17827 -1.48470 -0.162
N 2.58466 -0.54827 -1.70270 0.152
N 3.53666 -0.79427 0.24530 0.116
H 2.23966 -0.98927 -2.55170 0.041
H 1.80766 0.06273 -1.27370 0.108
H 3.05566 -0.06327 0.71030 0.055
H 4.13866 -1.33427 0.92430 0.169
C 4.01466 2.99173 -1.17270 -0.625
O 2.80366 3.32273 -0.72570 -0.079
N 4.37266 1.71873 -1.26370 0.188
N 4.97866 3.87673 -1.31570 0.158
H 3.66066 0.98973 -1.07870 0.064
H 5.20666 1.36173 -1.61670 0.095
H 4.62166 4.84473 -1.10570 0.153
H 5.84566 3.62873 -1.76370 0.110
C -0.37234 -2.04227 3.42630 -0.517
O -0.81034 -0.70827 3.69930 -0.164
N -1.24134 -2.88527 2.98130 0.199
N 0.85166 -2.43227 3.75530 0.109
H -2.22234 -2.56527 2.95630 0.049
H -1.09734 -3.94827 2.95930 0.162
H 1.42666 -1.76927 4.34430 0.165
H 1.08166 -3.43227 3.90830 0.146
C -4.02434 0.99873 -0.23870 -0.717
O -4.02734 1.38373 -1.50470 -0.060
N -5.04134 0.35073 0.19030 0.155
N -3.38534 1.66673 0.66930 0.171
H -5.29734 -0.44627 -0.36570 0.110
H -5.22334 0.16673 1.23030 0.048
H -2.56334 2.15873 0.27630 0.104
H -3.31334 1.08273 1.53930 0.043
C -3.54534 -1.02827 -2.90770 -0.144
O -3.11634 -2.20727 -3.63270 -0.093
H -3.59634 -1.15527 -1.86770 0.032
H -4.47534 -0.63427 -3.26770 0.066
H -2.87634 -0.12927 -3.02970 0.075
H -3.27134 -2.94327 -3.12170 -0.007
C 3.65666 1.81973 2.25930 -0.129
O 2.48366 1.05973 2.18430 -0.133
H 4.44466 1.20473 1.87530 0.069
H 3.86766 2.40173 3.17030 0.094
H 3.45366 2.70473 1.57030 0.100
H 2.59366 0.32973 2.75430 0.067
C -1.13534 3.07473 2.96730 -0.155
O -1.55034 2.41773 4.15030 -0.134
H -1.41934 4.14273 2.94930 0.088
H -1.61734 2.58173 2.15530 0.027
H -0.02134 3.10473 2.83730 0.096
H -0.91834 1.73573 4.44030 0.072
C -1.51634 -3.95827 -0.69070 -0.189
O -2.44234 -4.60227 -1.47670 -0.052
H -0.48934 -4.20927 -0.87870 0.062
H -1.66134 -4.26327 0.35930 0.092
H -1.56434 -2.91527 -0.69270 0.036
H -2.29234 -5.52327 -1.40270 0.073
C 1.04866 2.06873 -3.18570 -0.167
O -0.32234 1.85873 -3.29270 -0.141
H 1.32666 3.04073 -2.92170 0.044
H 1.46366 1.88173 -4.20670 0.097
H 1.54066 1.39473 -2.48670 0.036
H -0.50334 0.97673 -3.74070 0.073
```

Relative energy (zero: lowest compared OMol25 entry of this formula, charge and spin) = 9.316 eV
E_LUMO = -0.33 eV
HOMO energy = -7.680 eV
E_tot = -67087.055 eV


(2)
Entry from OMol25: a cluster of 25 separate species, C16H60NO27PS2 in total in a non-equilibrium geometry (ωB97M-V/def2-TZVPD).

XYZ file:
```
107
Properties=species:S:1:pos:R:3:lowdin_charge:R:1
O -2.02091 -2.93408 1.91727 0.103
C -1.03944 -2.23575 1.84104 -0.306
C -0.50509 -1.62648 3.12025 -0.049
C 0.29057 -0.37569 2.99094 -0.135
C -0.31550 0.89353 3.00472 -0.303
P -2.12083 1.08134 3.15959 0.517
S -2.65978 2.89066 3.69121 0.296
C 0.42154 2.06243 2.91033 -0.102
C 1.80742 2.04693 2.79604 -0.522
S 2.76902 3.49660 2.71841 0.900
C 2.40623 0.79660 2.74540 -0.108
C 1.66820 -0.37196 2.84880 -0.026
C 2.60617 -1.50628 2.77157 -0.358
O 2.40833 -2.68094 2.89062 0.126
N 3.88977 -0.95642 2.56998 0.180
C 3.81865 0.45290 2.55822 -0.404
O 4.75410 1.17959 2.40782 0.122
C -0.37323 -2.00835 0.53838 -0.161
C -0.87227 -1.02999 -0.31597 -0.011
C -0.36999 -0.93517 -1.61176 -0.043
C 0.62991 -1.79503 -2.05757 -0.063
C 1.16031 -2.70847 -1.16544 -0.066
C 0.66845 -2.82503 0.12254 -0.017
H 0.08083 -2.40650 3.59300 0.138
H -1.37256 -1.46509 3.74624 0.087
H -2.70245 0.63320 1.97103 0.004
H -2.45070 0.17208 4.14521 -0.020
H -0.09948 3.00558 2.95000 0.055
H 1.72120 4.30131 2.53781 -0.110
H 4.42339 -1.36753 1.81427 0.172
H -1.68386 -0.38219 -0.03421 0.079
H -0.76861 -0.20920 -2.29534 0.092
H 0.94352 -1.73103 -3.08339 0.093
H 1.92865 -3.37567 -1.50986 0.069
H 1.06493 -3.59123 0.76743 0.088
O -3.85720 -1.73959 3.35179 -0.088
H -3.30742 -2.37305 2.85774 -0.014
H -4.17916 -2.23023 4.11384 0.044
O 3.87105 -4.75463 -0.76122 -0.039
H 3.87563 -4.89073 0.19246 0.024
H 4.80013 -4.63312 -0.99170 0.011
O -3.56510 4.80854 6.44907 -0.069
H -2.98216 5.01352 7.18487 0.041
H -3.09701 4.14496 5.93113 -0.053
O -3.43168 6.08021 2.79725 -0.085
H -3.46625 5.32143 3.39081 -0.069
H -4.33167 6.42018 2.81526 0.035
O -3.82306 -0.00260 -0.87272 -0.074
H -4.16975 0.51463 -1.60812 0.009
H -4.18459 -0.89124 -1.00998 0.011
O -4.30122 2.59836 -2.57986 -0.069
H -4.07882 3.39401 -3.07746 0.010
H -4.46701 2.94011 -1.69562 0.034
O -5.91093 -1.96069 -0.94772 -0.052
H -6.00847 -2.63118 -0.25824 0.008
H -6.73457 -1.46667 -0.91600 0.051
O -4.56350 5.48761 -2.64754 -0.061
H -3.98261 6.24255 -2.46185 0.007
H -5.45684 5.79643 -2.47557 0.043
O 1.71145 0.78205 -3.49219 -0.060
H 2.33459 1.34994 -3.01810 0.013
H 2.07057 0.75190 -4.38868 0.026
O 3.48016 -0.72025 -5.14206 -0.072
H 3.90428 -1.51593 -5.48213 0.033
H 3.27733 -0.96733 -4.22957 0.012
O -2.32094 7.26544 -2.82668 -0.059
H -1.48654 6.86634 -3.09046 0.038
H -2.32092 8.10974 -3.29378 0.025
O 1.53122 -4.69657 -3.60300 -0.051
H 1.41614 -5.30485 -2.85732 0.017
H 0.72059 -4.17787 -3.61317 0.044
O 4.15935 -3.32184 -3.60686 -0.059
H 4.55199 -3.35507 -2.72877 -0.018
H 3.30731 -3.78026 -3.51301 0.003
O -0.90526 -0.39595 -4.95765 -0.055
H -0.33843 0.35447 -4.74386 0.014
H -1.80002 -0.08024 -4.79716 0.037
O 6.42580 -2.99198 -1.84443 -0.045
H 7.03521 -2.55606 -1.23883 0.066
H 6.83879 -2.91723 -2.71375 0.070
O -5.91292 3.93925 4.43760 -0.080
H -5.29799 4.08891 5.16593 -0.009
H -5.47674 3.28155 3.88502 -0.013
O 2.02812 -5.69354 1.84160 -0.050
H 2.02494 -4.75717 2.07044 -0.015
H 2.68367 -6.07769 2.43168 0.045
O -1.18660 9.90345 -2.63615 -0.055
H -1.08455 9.47332 -1.78046 0.043
H -1.42636 10.81309 -2.43642 0.043
O 3.67930 1.48546 -1.48422 -0.035
H 4.62625 1.36751 -1.60750 0.053
H 3.59323 1.80671 -0.58169 0.035
O 0.21795 -6.38709 -1.59757 -0.042
H 0.20394 -6.98381 -0.84318 0.050
H -0.60717 -5.89418 -1.54006 0.051
O -0.76833 7.18409 -5.46507 -0.050
H -1.08935 7.71085 -6.20295 0.043
H -1.07721 6.29233 -5.65530 0.044
O 8.00087 -5.63143 -1.58876 -0.057
H 7.50021 -4.89029 -1.95035 -0.008
H 7.62965 -5.78004 -0.71482 0.031
O 5.80837 -2.56677 4.72541 -0.058
H 5.08105 -2.19310 4.21655 -0.009
H 5.89803 -1.99345 5.49198 0.035
O -7.01364 -4.11711 0.72585 -0.043
H -6.56126 -4.14084 1.57576 0.048
H -7.82042 -4.62190 0.86293 0.050
```

E_LUMO = -1.49 eV
HOMO energy = -9.301 eV
E_tot = -105300.218 eV